36
Properties=species:S:1:pos:R:3:forces:R:3:lowdin_charge:R:1 method="wB97M-V/def2-TZVPD" lumo_energy_ev=0.455 homo_ev=-9.068 e_above_lowest_kcal_mol=20.4 total_charge=0 smiles=CCC[C@@H](CN)NC.O.O.O.O homo_lumo_gap_ev=9.52
C 0.1738 0.6582 -1.7183 -0.2 -2.0 -0.1 -0.126
N 0.9270 0.8920 -0.4958 0.4 1.3 -0.1 -0.057
C 0.1835 0.9796 0.7662 -0.5 0.0 -0.1 -0.368
C 1.0562 0.5703 1.9434 0.6 -0.3 1.1 -0.183
C 0.6955 -0.8090 2.5327 0.8 -0.6 -1.3 -0.218
C 1.3999 -1.9547 1.7340 0.0 0.3 0.5 -0.090
C -0.4194 2.3621 1.0056 -0.3 0.4 -0.9 -0.203
N -1.2841 2.8257 -0.1147 0.0 -0.4 0.0 0.008
H 0.6184 -0.2223 -2.2066 0.1 0.2 -0.3 0.058
H 0.0855 1.4089 -2.5032 0.1 0.5 0.5 0.087
H -0.8070 0.2919 -1.4374 -0.3 0.3 -0.2 0.031
H 1.3644 1.8022 -0.6005 0.5 -0.2 0.0 0.106
H -0.6476 0.2728 0.6943 0.0 -0.1 0.0 0.118
H 2.1131 0.5777 1.6599 -0.1 -0.1 -0.3 0.114
H 1.0621 1.2693 2.7869 -0.6 0.4 -0.2 0.106
H -0.3739 -0.9645 2.4104 -0.2 0.1 0.6 0.095
H 1.0271 -0.8942 3.5631 -0.4 0.2 0.2 0.095
H 1.8628 -1.5535 0.8361 0.0 -0.1 -0.2 0.047
H 0.7249 -2.7580 1.4667 -0.2 -0.1 -0.2 0.057
H 2.1788 -2.4197 2.3415 0.1 0.1 -0.1 0.066
H 0.4014 3.0800 1.0978 0.0 0.0 0.3 0.119
H -1.0316 2.3622 1.9025 0.3 0.0 0.4 0.117
H -2.2356 2.9314 0.2090 0.0 0.2 0.0 0.074
H -0.9765 3.7164 -0.4768 -0.1 0.0 0.1 0.072
H -3.4897 -1.4436 -0.3909 -0.1 0.1 0.0 0.037
H -2.4159 -0.4016 -0.6686 -0.5 -0.2 0.2 -0.027
O -2.6136 -1.1698 -0.1065 0.4 -0.1 0.0 -0.076
H -0.4535 -3.5336 -1.1564 0.0 -0.3 -0.1 0.035
H 0.2012 -2.3693 -1.7913 0.2 0.0 -0.2 0.004
O 0.2160 -3.3341 -1.8231 -0.2 0.3 0.3 -0.056
H -2.7498 0.6818 -2.6530 -0.5 -0.2 0.0 0.056
H -2.5381 1.7138 -1.6263 -0.3 0.0 0.5 0.011
O -3.1776 1.0086 -1.8460 0.9 0.3 -0.6 -0.075
H 2.6799 -1.1445 -1.6053 0.1 0.0 0.1 -0.003
H 2.9762 -2.6496 -1.7006 0.0 0.4 -0.2 0.035
O 3.2664 -1.7827 -2.0289 -0.2 -0.3 0.1 -0.067

11
Properties=species:S:1:pos:R:3:forces:R:3:lowdin_charge:R:1 method="wB97M-V/def2-TZVPD" lumo_energy_ev=3.989 homo_ev=-3.399 e_above_lowest_kcal_mol=16.7 total_charge=-1 homo_lumo_gap_ev=7.39
S 0.6561 0.9695 -0.4548 -0.3 -0.5 0.3 -0.193
H 1.2305 2.0311 -1.0088 0.1 0.2 -0.3 -0.474
H 2.0885 -3.0346 0.6257 0.0 0.1 0.0 0.027
H 1.0631 -2.5219 -0.3526 -0.2 0.5 -0.2 0.005
O 1.3836 -3.3291 0.0444 0.2 -0.5 0.2 -0.073
H -1.3564 -1.0135 -1.2555 0.3 0.1 -0.3 -0.042
H -2.7077 -1.1242 -0.6845 -0.2 -0.1 -0.1 0.022
O -2.1787 -1.5052 -1.3926 0.0 0.2 0.4 -0.100
H -0.9250 2.1973 1.7240 0.8 0.5 -0.1 -0.009
H 0.2406 3.1703 1.6030 1.2 -0.1 -1.3 -0.040
O -0.4655 2.9368 2.1662 -1.9 -0.4 1.3 -0.123

14
Properties=species:S:1:pos:R:3:forces:R:3:lowdin_charge:R:1 method="wB97M-V/def2-TZVPD" lumo_energy_ev="3.178 / 3.216" homo_ev="-0.501 / -5.065" total_charge=-1 multiplicity=2 homo_lumo_gap_ev="3.68 / 8.28"
Li 4.8065 0.3297 0.3681 -0.2 -0.1 -0.6 -0.159
Br 3.7664 0.0628 -2.0782 0.2 0.1 0.6 -0.655
C -1.8888 -0.8081 0.1568 1.3 0.2 -0.7 -0.100
C -1.8839 0.4866 0.6383 -1.4 -0.2 0.3 -0.132
C -0.7303 1.2242 0.7446 0.6 0.5 0.2 -0.103
C 0.4552 0.7324 0.2319 0.8 0.4 0.0 -0.098
C 0.4687 -0.5020 -0.3384 0.0 -1.5 -0.7 -0.132
C -0.6592 -1.2724 -0.3170 -1.7 -0.9 -0.3 -0.110
H -2.7678 -1.4129 -0.0102 -0.2 0.1 0.3 0.091
H -2.8371 0.9270 0.8913 -0.1 0.2 0.4 0.090
H -0.7580 2.1917 1.2238 0.0 0.2 -0.1 0.096
H 1.4151 1.2241 0.1768 -0.2 0.7 0.3 0.080
H 1.2844 -0.9428 -0.8922 0.6 0.5 0.3 0.038
H -0.6713 -2.2405 -0.7956 0.3 -0.2 0.0 0.094

10
Properties=species:S:1:pos:R:3:forces:R:3:lowdin_charge:R:1 method="wB97M-V/def2-TZVPD" lumo_energy_ev=3.806 homo_ev=-5.237 e_above_lowest_kcal_mol=37.7 total_charge=-1 smiles="O=[P@]([O-])(Cl)[C@H]1CO1" homo_lumo_gap_ev=9.04
C -0.5659 -1.2026 0.5891 3.2 2.0 -0.9 -0.175
C -0.5289 0.2487 0.4801 0.7 -0.3 -1.8 -0.375
O 0.4794 0.0223 -2.0548 0.7 -1.2 -0.1 -0.406
O 0.3025 2.3140 -1.1418 0.3 1.7 0.7 -0.412
O -0.3247 -0.3815 1.7222 1.5 0.3 0.6 -0.086
P 0.6463 0.9141 -0.8904 -2.4 -0.6 0.3 -0.061
Cl 2.3831 0.6449 0.1100 1.3 -0.1 0.3 0.289
H -1.3253 -1.8302 0.7352 -3.3 -2.1 0.0 0.058
H 0.3095 -1.5703 0.0491 0.0 -0.6 0.6 0.090
H -1.3761 0.8405 0.4014 -1.9 0.9 0.2 0.076

| no. | strongest force on any atom (eV/Å) |
| --- | --- |
| 1 | 2.1 |
| 2 | 2.4 |
| 3 | 2.0 |
| 4 | 4.0 |